Density functional theory data (ωB97M-V with the def2-TZVPD basis set) for a cluster of 20 separate species, C80H220N20O20 in total in a non-equilibrium geometry.

Each atom is followed by the atoms it is bonded to, with distances in Å.
Element x y z (Å)
1 O 2.456 -2.781 -2.996  C48 1.381, C89 1.441
2 O -4.242 -0.733 -2.040  C88 1.416, C110 1.451
3 O -4.195 3.489 1.044  C63 1.412, C85 1.416
4 O 2.933 7.539 -3.800  C50 1.459, C81 1.404
5 O -3.659 -6.075 5.613  C64 1.411, C102 1.387
6 O -1.212 6.672 -2.525  C65 1.410, C114 1.460
7 O -0.663 2.056 -8.439  C91 1.452, C120 1.478
8 O 3.015 2.545 4.406  C45 1.424, C118 1.417
9 O 6.604 5.931 -1.564  C70 1.409, C74 1.419
10 O -4.060 -0.704 3.571  C62 1.428, C90 1.464
11 O 5.167 -3.834 0.147  C76 1.405, C119 1.426
12 O 0.542 -6.434 0.334  C107 1.464, C113 1.417
13 O -0.606 -3.575 8.968  C68 1.388, C116 1.404
14 O -4.304 2.721 -4.124  C46 1.420, C57 1.387
15 O 3.253 2.390 -5.654  C56 1.346, C61 1.429
16 O 3.344 -5.020 3.143  C82 1.418, C104 1.404
17 O -0.312 0.246 7.082  C96 1.465, C100 1.429
18 O -1.040 -1.732 -5.832  C47 1.499, C71 1.419
19 O -0.365 1.554 0.121  C59 1.380, C86 1.437
20 O 4.422 -1.438 6.120  C106 1.324, C117 1.473
21 N -1.604 8.617 -0.603  C92 1.454, H135 1.010, H218 1.010
22 N -3.520 -2.531 -7.485  C43 1.458, H249 1.010, H311 1.010
23 N 4.393 -2.863 9.615  C77 1.471, H191 1.010, H264 1.010
24 N 2.518 -6.245 -4.305  C111 1.503, H177 1.010, H291 1.010
25 N 0.422 -4.407 2.598  C42 1.491, H199 1.010, H261 1.010
26 N 1.587 3.498 6.929  C105 1.495, H128 1.010, H213 1.010
27 N -6.353 5.092 -6.179  C51 1.449, H225 1.010, H257 1.010
28 N 4.615 5.484 0.210  C53 1.497, H201 1.010, H212 1.010
29 N -1.805 -3.486 -0.956  C55 1.538, H161 1.010, H222 1.010
30 N 4.702 4.380 -2.607  C108 1.472, H279 1.010, H325 1.010
31 N -3.617 6.636 -0.629  C94 1.427, H125 1.010, H223 1.010
32 N -4.733 -5.967 2.133  C98 1.469, H192 1.010, H271 1.010
33 N -4.322 2.078 -9.498  C84 1.470, H123 1.010, H247 1.010
34 N 2.895 -2.657 1.634  C72 1.449, H280 1.010, H302 1.010
35 N -5.609 -3.108 1.284  C67 1.405, H282 1.010, H294 1.010
36 N -2.748 -3.035 10.490  C80 1.460, H159 1.010, H321 1.010
37 N 5.821 3.321 -8.164  C112 1.443, H217 1.010, H283 1.010
38 N 0.285 -2.074 0.709  C41 1.496, H136 1.010, H305 1.010
39 N -2.295 -5.791 0.774  C101 1.491, H273 1.010, H310 1.010
40 N 2.746 5.482 2.438  C69 1.425, H131 1.010, H207 1.010
41 C -0.094 -0.666 1.046  N38 1.496, C86 1.550, C97 1.502, H127 1.090
42 C 0.879 -5.129 3.820  N25 1.491, C49 1.504, C104 1.558, H165 1.090
43 C -3.351 -1.383 -6.602  N22 1.458, C47 1.513, C99 1.510, H293 1.090
44 C 4.314 -4.466 -4.469  C111 1.548, H138 1.090, H206 1.090, H244 1.090
45 C 3.153 3.111 3.106  O8 1.424, C69 1.561, H147 1.090, H150 1.090
46 C -2.931 2.398 -3.955  O14 1.420, H256 1.090, H281 1.090, H315 1.090
47 C -2.478 -1.702 -5.409  O18 1.499, C43 1.513, H124 1.090, H262 1.090
48 C 1.606 -1.694 -2.956  O1 1.381, H167 1.090, H251 1.090, H337 1.090
49 C -0.139 -6.083 4.383  C42 1.504, H163 1.090, H295 1.090, H330 1.090
50 C 3.602 6.598 -2.908  O4 1.459, C108 1.558, H151 1.090, H160 1.090
51 C -5.999 3.914 -5.415  N27 1.449, C52 1.516, C57 1.567, H278 1.090
52 C -6.496 2.713 -6.194  C51 1.516, H187 1.090, H242 1.090, H270 1.090
53 C 6.035 5.451 0.683  N28 1.497, C54 1.502, C70 1.578, H169 1.090
54 C 6.391 3.992 0.683  C53 1.502, H185 1.090, H224 1.090, H236 1.090
55 C -2.643 -2.638 -1.926  N29 1.538, C79 1.555, C110 1.534, H204 1.090
56 C 2.851 1.212 -5.141  O15 1.346, H139 1.090, H203 1.090, H277 1.090
57 C -4.483 3.725 -5.064  O14 1.387, C51 1.567, H272 1.090, H308 1.090
58 C 2.359 4.364 -3.375  C108 1.563, H248 1.090, H266 1.090, H290 1.090
59 C -0.204 2.388 -0.965  O19 1.380, H144 1.090, H145 1.090, H326 1.090
60 C 4.746 -1.135 1.054  C72 1.551, H292 1.090, H309 1.090, H322 1.090
61 C 4.222 2.158 -6.678  O15 1.429, C112 1.542, H130 1.090, H313 1.090
62 C -4.183 -1.895 2.793  O10 1.428, C67 1.566, H227 1.090, H243 1.090
63 C -3.431 2.365 1.427  O3 1.412, H168 1.090, H238 1.090, H298 1.090
64 C -4.718 -6.408 6.484  O5 1.411, H176 1.090, H226 1.090, H300 1.090
65 C -0.144 7.460 -2.050  O6 1.410, C92 1.559, H152 1.090, H265 1.090
66 C -0.575 2.977 5.931  C105 1.520, H126 1.090, H149 1.090, H268 1.090
67 C -5.637 -2.084 2.244  N35 1.405, C62 1.566, C95 1.502, H209 1.090
68 C -1.395 -4.660 9.322  O13 1.388, C80 1.565, H183 1.090, H334 1.090
69 C 2.176 4.328 3.050  N40 1.425, C45 1.561, C87 1.537, H332 1.090
70 C 6.936 6.342 -0.258  O9 1.409, C53 1.578, H231 1.090, H340 1.090
71 C -0.513 -0.420 -5.948  O18 1.419, H172 1.090, H180 1.090, H182 1.090
72 C 3.568 -1.999 0.532  N34 1.449, C60 1.551, C119 1.530, H239 1.090
73 C 3.882 4.506 -7.540  C112 1.500, H162 1.090, H255 1.090, H338 1.090
74 C 7.333 6.569 -2.602  O9 1.419, H205 1.090, H215 1.090, H258 1.090
75 C -3.456 -5.369 10.608  C80 1.546, H129 1.090, H320 1.090, H323 1.090
76 C 5.498 -4.983 -0.590  O11 1.405, H158 1.090, H186 1.090, H274 1.090
77 C 3.870 -2.597 8.267  N23 1.471, C103 1.537, C117 1.526, H329 1.090
78 C -4.940 4.755 -1.389  C94 1.555, H121 1.090, H260 1.090, H287 1.090
79 C -3.634 -3.571 -2.678  C55 1.555, H133 1.090, H230 1.090, H237 1.090
80 C -2.249 -4.402 10.608  N36 1.460, C68 1.565, C75 1.546, H179 1.090
81 C 3.680 7.926 -4.925  O4 1.404, H143 1.090, H307 1.090, H317 1.090
82 C 4.602 -5.666 3.253  O16 1.418, H132 1.090, H190 1.090, H267 1.090
83 C -0.415 6.787 0.426  C92 1.536, H188 1.090, H235 1.090, H333 1.090
84 C -2.894 1.739 -9.564  N33 1.470, C93 1.516, C120 1.526, H263 1.090
85 C -3.437 4.634 0.698  O3 1.416, C94 1.526, H146 1.090, H194 1.090
86 C 0.171 0.254 -0.173  O19 1.437, C41 1.550, H137 1.090, H250 1.090
87 C 0.808 3.899 2.498  C69 1.537, H196 1.090, H246 1.090, H303 1.090
88 C -5.029 0.272 -1.428  O2 1.416, H157 1.090, H275 1.090, H289 1.090
89 C 1.912 -3.931 -3.674  O1 1.441, C111 1.514, H154 1.090, H318 1.090
90 C -2.736 -0.120 3.788  O10 1.464, H142 1.090, H241 1.090, H288 1.090
91 C 0.120 2.896 -7.551  O7 1.452, H216 1.090, H299 1.090, H336 1.090
92 C -0.315 7.946 -0.578  N21 1.454, C65 1.559, C83 1.536, H245 1.090
93 C -2.475 2.110 -10.973  C84 1.516, H174 1.090, H178 1.090, H202 1.090
94 C -4.350 5.505 -0.161  N31 1.427, C78 1.555, C85 1.526, H301 1.090
95 C -6.776 -2.431 3.159  C67 1.502, H234 1.090, H285 1.090, H297 1.090
96 C -0.727 0.058 8.475  O17 1.465, H193 1.090, H220 1.090, H221 1.090
97 C 0.636 -0.215 2.279  C41 1.502, H134 1.090, H140 1.090, H339 1.090
98 C -4.612 -6.520 3.488  N32 1.469, C102 1.552, C109 1.554, H284 1.090
99 C -4.744 -0.930 -6.234  C43 1.510, H200 1.090, H214 1.090, H304 1.090
100 C 0.831 1.090 6.928  O17 1.429, C105 1.568, H164 1.090, H170 1.090
101 C -1.869 -7.154 0.346  N39 1.491, C113 1.548, C115 1.551, H175 1.090
102 C -4.004 -5.446 4.427  O5 1.387, C98 1.552, H148 1.090, H155 1.090
103 C 2.683 -1.662 8.548  C77 1.537, H181 1.090, H197 1.090, H328 1.090
104 C 2.236 -5.813 3.479  O16 1.404, C42 1.558, H228 1.090, H331 1.090
105 C 0.401 2.594 7.032  N26 1.495, C66 1.520, C100 1.568, H208 1.090
106 C 3.914 -2.322 5.275  O20 1.324, H141 1.090, H173 1.090, H210 1.090
107 C 1.646 -5.901 -0.467  O12 1.464, H184 1.090, H189 1.090, H286 1.090
108 C 3.722 5.128 -3.410  N30 1.472, C50 1.558, C58 1.563, H153 1.090
109 C -3.855 -7.874 3.397  C98 1.554, H240 1.090, H252 1.090, H319 1.090
110 C -3.352 -1.497 -1.185  O2 1.451, C55 1.534, H195 1.090, H211 1.090
111 C 3.032 -4.948 -3.746  N24 1.503, C44 1.548, C89 1.514, H171 1.090
112 C 4.885 3.491 -7.079  N37 1.443, C61 1.542, C73 1.500, H327 1.090
113 C -0.530 -6.984 -0.411  O12 1.417, C101 1.548, H254 1.090, H306 1.090
114 C -1.134 6.357 -3.949  O6 1.460, H156 1.090, H198 1.090, H233 1.090
115 C -3.081 -7.678 -0.467  C101 1.551, H219 1.090, H232 1.090, H259 1.090
116 C -0.048 -3.729 7.689  O13 1.404, H229 1.090, H269 1.090, H314 1.090
117 C 4.944 -1.944 7.401  O20 1.473, C77 1.526, H166 1.090, H335 1.090
118 C 3.673 1.292 4.470  O8 1.417, H122 1.090, H253 1.090, H324 1.090
119 C 4.115 -3.059 -0.425  O11 1.426, C72 1.530, H312 1.090, H316 1.090
120 C -2.095 2.423 -8.458  O7 1.478, C84 1.526, H276 1.090, H296 1.090
121 H -5.573 3.938 -1.043  C78 1.090
122 H 3.296 0.496 3.828  C118 1.090
123 H -4.817 1.578 -8.773  N33 1.010
124 H -2.838 -2.648 -5.002  C47 1.090
125 H -4.286 7.115 -1.214  N31 1.010
126 H -0.861 4.023 6.048  C66 1.090
127 H -1.159 -0.624 1.276  C41 1.090
128 H 1.804 3.462 5.943  N26 1.010
129 H -4.035 -5.406 11.530  C75 1.090
130 H 3.753 1.717 -7.557  C61 1.090
131 H 3.589 5.608 2.981  N40 1.010
132 H 4.785 -6.094 4.239  C82 1.090
133 H -4.260 -2.926 -3.295  C79 1.090
134 H 1.698 -0.049 2.092  C97 1.090
135 H -1.873 8.780 -1.563  N21 1.010
136 H 1.258 -2.285 0.878  N38 1.010
137 H 1.192 0.349 -0.542  C86 1.090
138 H 4.056 -4.172 -5.486  C44 1.090
139 H 2.496 0.525 -5.909  C56 1.090
140 H 0.300 0.762 2.628  C97 1.090
141 H 4.630 -2.739 4.567  C106 1.090
142 H -2.443 0.286 2.820  C90 1.090
143 H 4.092 7.066 -5.454  C81 1.090
144 H -0.561 1.879 -1.861  C59 1.090
145 H -0.782 3.302 -0.824  C59 1.090
146 H -2.614 4.331 0.050  C85 1.090
147 H 4.180 3.473 3.076  C45 1.090
148 H -3.092 -5.017 4.011  C102 1.090
149 H -1.470 2.360 5.865  C66 1.090
150 H 3.107 2.353 2.324  C45 1.090
151 H 3.242 6.637 -1.880  C50 1.090
152 H 0.755 6.850 -2.133  C65 1.090
153 H 4.136 5.057 -4.416  C108 1.090
154 H 1.164 -4.373 -3.015  C89 1.090
155 H -4.561 -4.512 4.500  C102 1.090
156 H -1.154 7.283 -4.524  C114 1.090
157 H -5.592 -0.055 -0.554  C88 1.090
158 H 5.878 -4.708 -1.574  C76 1.090
159 H -3.470 -3.054 9.784  N36 1.010
160 H 4.610 7.008 -2.838  C50 1.090
161 H -1.151 -3.007 -0.354  N29 1.010
162 H 4.357 5.447 -7.818  C73 1.090
163 H -0.447 -6.792 3.615  C49 1.090
164 H 1.445 0.750 7.762  C100 1.090
165 H 1.080 -4.429 4.630  C42 1.090
166 H 5.732 -2.666 7.189  C117 1.090
167 H 2.072 -0.873 -2.411  C48 1.090
168 H -3.999 1.493 1.103  C63 1.090
169 H 6.008 5.851 1.696  C53 1.090
170 H 1.320 0.792 6.000  C100 1.090
171 H 3.381 -5.173 -2.738  C111 1.090
172 H 0.541 -0.514 -6.211  C71 1.090
173 H 3.181 -1.719 4.740  C106 1.090
174 H -2.854 1.443 -11.747  C93 1.090
175 H -1.762 -7.875 1.157  C101 1.090
176 H -5.304 -7.298 6.254  C64 1.090
177 H 2.145 -6.069 -5.227  N24 1.010
178 H -1.385 2.081 -10.988  C93 1.090
179 H -1.661 -4.438 11.525  C80 1.090
180 H -1.000 0.152 -6.738  C71 1.090
181 H 2.082 -1.530 7.648  C103 1.090
182 H -0.618 0.191 -5.051  C71 1.090
183 H -0.792 -5.517 9.622  C68 1.090
184 H 1.306 -4.936 -0.843  C107 1.090
185 H 7.417 3.889 1.036  C54 1.090
186 H 4.709 -5.726 -0.707  C76 1.090
187 H -5.775 2.272 -6.883  C52 1.090
188 H -0.933 5.904 0.052  C83 1.090
189 H 1.924 -6.457 -1.362  C107 1.090
190 H 5.294 -4.842 3.079  C82 1.090
191 H 4.694 -2.067 10.158  N23 1.010
192 H -3.831 -5.622 1.834  N32 1.010
193 H -0.841 1.012 8.989  C96 1.090
194 H -3.013 5.224 1.511  C85 1.090
195 H -3.984 -1.850 -0.370  C110 1.090
196 H 0.801 3.543 1.467  C87 1.090
197 H 2.049 -2.159 9.282  C103 1.090
198 H -0.201 5.856 -4.207  C114 1.090
199 H 1.280 -3.957 2.311  N25 1.010
200 H -4.723 0.159 -6.241  C99 1.090
201 H 4.435 6.353 -0.272  N28 1.010
202 H -2.721 3.146 -11.209  C93 1.090
203 H 3.685 0.701 -4.659  C56 1.090
204 H -2.035 -2.060 -2.623  C55 1.090
205 H 8.401 6.422 -2.438  C74 1.090
206 H 4.815 -3.660 -3.933  C44 1.090
207 H 3.076 5.261 1.510  N40 1.010
208 H -0.011 2.719 8.033  C105 1.090
209 H -5.913 -1.157 1.741  C67 1.090
210 H 3.356 -3.122 5.761  C106 1.090
211 H -2.635 -0.785 -0.778  C110 1.090
212 H 4.581 4.803 -0.535  N28 1.010
213 H 1.524 4.494 7.084  N26 1.010
214 H -5.079 -1.298 -5.264  C99 1.090
215 H 7.134 7.637 -2.688  C74 1.090
216 H -0.122 2.666 -6.514  C91 1.090
217 H 5.833 4.242 -8.580  N37 1.010
218 H -2.249 7.841 -0.552  N21 1.010
219 H -3.964 -7.709 0.172  C115 1.090
220 H -1.728 -0.349 8.617  C96 1.090
221 H -0.069 -0.591 9.053  C96 1.090
222 H -1.141 -3.976 -1.539  N29 1.010
223 H -2.979 6.294 -1.333  N31 1.010
224 H 5.731 3.398 1.315  C54 1.090
225 H -6.085 6.008 -5.847  N27 1.010
226 H -5.355 -5.546 6.685  C64 1.090
227 H -3.934 -2.727 3.452  C62 1.090
228 H 2.054 -6.589 2.736  C104 1.090
229 H -0.796 -3.999 6.943  C116 1.090
230 H -3.183 -4.425 -3.182  C79 1.090
231 H 8.005 6.333 -0.048  C70 1.090
232 H -2.966 -8.686 -0.866  C115 1.090
233 H -1.969 5.722 -4.245  C114 1.090
234 H -6.713 -3.350 3.742  C95 1.090
235 H -0.792 7.137 1.387  C83 1.090
236 H 6.293 3.624 -0.339  C54 1.090
237 H -4.304 -4.011 -1.938  C79 1.090
238 H -3.428 2.250 2.511  C63 1.090
239 H 2.897 -1.303 0.028  C72 1.090
240 H -2.810 -7.691 3.149  C109 1.090
241 H -2.785 0.699 4.506  C90 1.090
242 H -7.490 2.882 -6.608  C52 1.090
243 H -3.518 -1.884 1.929  C62 1.090
244 H 5.009 -5.291 -4.623  C44 1.090
245 H 0.480 8.659 -0.363  C92 1.090
246 H 0.317 3.126 3.088  C87 1.090
247 H -4.465 3.053 -9.275  N33 1.010
248 H 1.781 4.692 -2.510  C58 1.090
249 H -4.153 -2.242 -8.217  N22 1.010
250 H -0.360 -0.211 -1.004  C86 1.090
251 H 0.732 -2.029 -2.397  C48 1.090
252 H -4.019 -8.443 4.313  C109 1.090
253 H 4.727 1.396 4.213  C118 1.090
254 H -0.784 -6.424 -1.311  C113 1.090
255 H 3.004 4.748 -6.942  C73 1.090
256 H -2.427 2.012 -4.841  C46 1.090
257 H -7.361 5.034 -6.149  N27 1.010
258 H 7.073 6.090 -3.546  C74 1.090
259 H -3.256 -6.983 -1.289  C115 1.090
260 H -5.413 5.470 -2.063  C78 1.090
261 H 0.305 -5.046 1.825  N25 1.010
262 H -2.648 -0.934 -4.655  C47 1.090
263 H -2.814 0.662 -9.416  C84 1.090
264 H 5.164 -3.516 9.607  N23 1.010
265 H -0.075 8.368 -2.648  C65 1.090
266 H 1.773 4.517 -4.281  C58 1.090
267 H 4.656 -6.453 2.501  C82 1.090
268 H -0.012 2.737 5.029  C66 1.090
269 H 0.729 -4.494 7.692  C116 1.090
270 H -6.601 1.859 -5.525  C52 1.090
271 H -4.997 -6.726 1.522  N32 1.010
272 H -3.999 3.692 -6.039  C57 1.090
273 H -2.324 -5.105 0.032  N39 1.010
274 H 6.295 -5.468 -0.027  C76 1.090
275 H -4.431 1.109 -1.068  C88 1.090
276 H -2.151 3.500 -8.617  C120 1.090
277 H 1.994 1.327 -4.477  C56 1.090
278 H -6.478 3.962 -4.437  C51 1.090
279 H 5.482 4.934 -2.284  N30 1.010
280 H 3.401 -3.525 1.733  N34 1.010
281 H -2.757 1.595 -3.239  C46 1.090
282 H -4.899 -3.048 0.568  N35 1.010
283 H 5.438 2.863 -8.979  N37 1.010
284 H -5.622 -6.695 3.859  C98 1.090
285 H -7.754 -2.480 2.680  C95 1.090
286 H 2.478 -5.786 0.227  C107 1.090
287 H -4.126 4.239 -1.898  C78 1.090
288 H -2.023 -0.903 4.047  C90 1.090
289 H -5.765 0.720 -2.096  C88 1.090
290 H 2.488 3.286 -3.275  C58 1.090
291 H 3.221 -6.964 -4.396  N24 1.010
292 H 4.283 -0.193 1.348  C60 1.090
293 H -2.891 -0.540 -7.118  C43 1.090
294 H -5.508 -4.027 1.691  N35 1.010
295 H 0.340 -6.545 5.246  C49 1.090
296 H -2.483 2.246 -7.455  C120 1.090
297 H -6.776 -1.668 3.938  C95 1.090
298 H -2.514 2.194 0.862  C63 1.090
299 H 1.109 2.535 -7.833  C91 1.090
300 H -4.193 -6.689 7.397  C64 1.090
301 H -5.144 5.975 0.418  C94 1.090
302 H 3.182 -2.265 2.519  N34 1.010
303 H 0.118 4.742 2.537  C87 1.090
304 H -5.542 -1.245 -6.907  C99 1.090
305 H -0.161 -2.725 1.338  N38 1.010
306 H -0.316 -7.973 -0.816  C113 1.090
307 H 3.144 8.541 -5.647  C81 1.090
308 H -4.125 4.668 -4.650  C57 1.090
309 H 5.526 -0.838 0.353  C60 1.090
310 H -1.446 -5.563 1.272  N39 1.010
311 H -2.656 -2.851 -7.899  N22 1.010
312 H 4.420 -2.536 -1.332  C119 1.090
313 H 5.023 1.532 -6.285  C61 1.090
314 H 0.406 -2.789 7.378  C116 1.090
315 H -2.379 3.275 -3.620  C46 1.090
316 H 3.234 -3.674 -0.610  C119 1.090
317 H 4.582 8.408 -4.548  C81 1.090
318 H 1.542 -3.634 -4.655  C89 1.090
319 H -4.249 -8.546 2.634  C109 1.090
320 H -4.132 -5.119 9.790  C75 1.090
321 H -2.019 -2.490 10.053  N36 1.010
322 H 5.380 -1.483 1.870  C60 1.090
323 H -3.196 -6.423 10.505  C75 1.090
324 H 3.738 0.909 5.489  C118 1.090
325 H 5.051 3.601 -3.146  N30 1.010
326 H 0.837 2.698 -1.062  C59 1.090
327 H 5.411 3.876 -6.205  C112 1.090
328 H 2.952 -0.709 9.004  C103 1.090
329 H 3.558 -3.513 7.765  C77 1.090
330 H -1.045 -5.587 4.733  C49 1.090
331 H 2.494 -6.364 4.384  C104 1.090
332 H 1.989 4.621 4.083  C69 1.090
333 H 0.604 6.547 0.730  C83 1.090
334 H -2.062 -5.012 8.534  C68 1.090
335 H 5.321 -1.095 7.971  C117 1.090
336 H -0.012 3.965 -7.717  C91 1.090
337 H 1.415 -1.411 -3.991  C48 1.090
338 H 3.475 4.218 -8.510  C73 1.090
339 H 0.460 -0.969 3.045  C97 1.090
340 H 6.538 7.349 -0.133  C70 1.090

Results
* orbital gap: 8.22 eV
* HOMO: -7.98 eV
* multiplicity: 1
* max |F|: 5.09 eV/A